i | Formula: C18H55N3O11
Source: OMol25
Level of theory: ωB97M-V with the def2-TZVPD basis set

Atoms and positions in Å:
C: 1.158 2.350 1.982
O: 1.233 0.975 2.255
C: 1.073 0.628 3.683
C: 2.005 1.307 4.731
N: 3.411 1.050 4.292
C: 4.473 1.689 5.024
C: 4.666 1.187 6.505
O: 3.798 1.887 7.359
C: 3.989 1.843 8.746
H: 2.032 2.868 2.376
H: 0.349 2.807 2.552
H: 1.085 2.622 0.929
H: 1.331 -0.427 3.595
H: 0.077 0.778 4.100
H: 1.632 0.922 5.680
H: 1.941 2.393 4.801
H: 3.532 0.939 3.295
H: 4.394 2.766 5.170
H: 5.480 1.540 4.634
H: 5.650 1.531 6.825
H: 4.660 0.099 6.441
H: 3.715 0.818 8.995
H: 3.338 2.543 9.271
H: 5.031 1.923 9.056
C: 9.140 -2.005 -3.013
O: 8.547 -0.714 -2.789
C: 7.274 -0.789 -2.117
C: 6.224 -1.124 -3.207
N: 4.892 -1.078 -2.599
C: 4.705 -2.286 -1.820
C: 3.307 -2.222 -1.175
O: 3.361 -3.107 -0.080
C: 2.218 -2.946 0.728
H: 8.373 -2.735 -3.271
H: 9.506 -2.385 -2.060
H: 9.953 -2.048 -3.738
H: 7.065 0.212 -1.741
H: 7.349 -1.572 -1.362
H: 6.463 -2.124 -3.569
H: 6.348 -0.459 -4.062
H: 4.433 -0.251 -2.243
H: 5.506 -2.405 -1.090
H: 4.632 -3.136 -2.498
H: 2.588 -2.686 -1.850
H: 3.061 -1.205 -0.867
H: 1.520 -3.500 0.102
H: 2.122 -1.945 1.150
H: 2.307 -3.545 1.634
C: -3.335 -0.108 -2.997
O: -4.521 -0.912 -3.066
C: -5.073 -0.956 -4.334
C: -6.647 -0.998 -4.486
N: -7.308 0.051 -3.765
C: -8.796 -0.228 -3.614
C: -9.593 1.013 -3.322
O: -9.722 1.763 -4.497
C: -10.453 2.927 -4.322
H: -3.634 0.940 -3.009
H: -2.715 -0.325 -3.867
H: -2.693 -0.145 -2.117
H: -4.777 -1.899 -4.795
H: -4.807 -0.109 -4.967
H: -6.948 -2.007 -4.205
H: -6.961 -0.972 -5.530
H: -6.783 0.125 -2.905
H: -9.105 -0.909 -2.821
H: -9.175 -0.511 -4.596
H: -9.114 1.516 -2.482
H: -10.599 0.773 -2.980
H: -11.483 2.607 -4.479
H: -10.401 3.617 -5.164
H: -10.356 3.362 -3.327
O: -1.591 2.129 -0.149
H: -2.171 1.682 0.469
H: -2.116 2.853 -0.490
O: -2.794 1.043 2.321
H: -2.489 0.148 2.172
H: -2.976 1.081 3.260
O: 0.008 0.185 -1.258
H: -0.447 1.016 -1.124
H: -0.320 -0.135 -2.099
O: -3.338 -2.395 1.747
H: -2.801 -1.995 1.063
H: -2.726 -2.929 2.253
O: -0.988 -1.044 0.978
H: -0.832 -0.587 0.152
H: -0.364 -0.655 1.590

## Properties
- charge = +1
- LUMO (spin up / spin down) (Eh) = -0.101 / -0.282
- multiplicity = 2

How is the electron density shared among the atoms? According to Löwdin, the charges in e are: atom 1 (C): -0.125, atom 2 (O): -0.228, atom 3 (C): -0.167, atom 4 (C): -0.168, atom 5 (N): -0.063, atom 6 (C): -0.212, atom 7 (C): -0.220, atom 8 (O): -0.215, atom 9 (C): -0.104, atom 10 (H): 0.076, atom 11 (H): 0.094, atom 12 (H): 0.084, atom 13 (H): 0.116, atom 14 (H): 0.113, atom 15 (H): 0.118, atom 16 (H): 0.111, atom 17 (H): 0.098, atom 18 (H): 0.110, atom 19 (H): 0.111, atom 20 (H): 0.112, atom 21 (H): 0.120, atom 22 (H): 0.085, atom 23 (H): 0.093, atom 24 (H): 0.084, atom 25 (C): -0.057, atom 26 (O): -0.148, atom 27 (C): -0.150, atom 28 (C): -0.108, atom 29 (N): 0.176, atom 30 (C): -0.106, atom 31 (C): -0.201, atom 32 (O): -0.193, atom 33 (C): -0.078, atom 34 (H): 0.078, atom 35 (H): 0.098, atom 36 (H): 0.107, atom 37 (H): 0.142, atom 38 (H): 0.125, atom 39 (H): 0.125, atom 40 (H): 0.151, atom 41 (H): 0.173, atom 42 (H): 0.147, atom 43 (H): 0.156, atom 44 (H): 0.138, atom 45 (H): 0.126, atom 46 (H): 0.108, atom 47 (H): 0.091, atom 48 (H): 0.096, atom 49 (C): -0.089, atom 50 (O): -0.172, atom 51 (C): -0.237, atom 52 (C): -0.234, atom 53 (N): -0.044, atom 54 (C): -0.169, atom 55 (C): -0.270, atom 56 (O): -0.180, atom 57 (C): -0.127, atom 58 (H): 0.091, atom 59 (H): 0.085, atom 60 (H): 0.060, atom 61 (H): 0.117, atom 62 (H): 0.117, atom 63 (H): 0.105, atom 64 (H): 0.117, atom 65 (H): 0.098, atom 66 (H): 0.117, atom 67 (H): 0.122, atom 68 (H): 0.121, atom 69 (H): 0.122, atom 70 (H): 0.083, atom 71 (H): 0.089, atom 72 (H): 0.091, atom 73 (O): -0.035, atom 74 (H): 0.014, atom 75 (H): 0.064, atom 76 (O): -0.040, atom 77 (H): 0.001, atom 78 (H): 0.051, atom 79 (O): -0.054, atom 80 (H): -0.001, atom 81 (H): 0.042, atom 82 (O): -0.057, atom 83 (H): -0.010, atom 84 (H): 0.029, atom 85 (O): -0.049, atom 86 (H): -0.009, atom 87 (H): 0.023

ii | Formula: C18H55N3O11
Source: OMol25
Level of theory: ωB97M-V with the def2-TZVPD basis set

Atoms and positions in Å:
C: 4.087 3.656 -4.384
C: 3.176 3.364 -3.159
C: 3.938 2.469 -2.087
O: 4.486 1.260 -2.534
C: 3.546 0.290 -2.874
N: 2.806 4.658 -2.641
H: 4.938 4.320 -4.236
H: 3.482 4.133 -5.155
H: 4.439 2.728 -4.835
H: 2.252 2.920 -3.531
H: 3.304 2.260 -1.226
H: 4.865 2.946 -1.767
H: 4.067 -0.491 -3.429
H: 2.768 0.628 -3.558
H: 3.035 -0.166 -2.026
H: 3.583 5.302 -2.626
H: 2.158 5.144 -3.246
C: -3.155 0.623 -3.963
C: -1.772 0.772 -4.563
C: -0.689 1.185 -3.453
O: -0.879 2.433 -2.780
C: -0.871 3.598 -3.619
N: -1.532 -0.508 -5.120
H: -3.950 0.519 -4.701
H: -3.424 1.461 -3.319
H: -3.113 -0.239 -3.298
H: -1.793 1.453 -5.413
H: 0.334 1.181 -3.827
H: -0.721 0.423 -2.674
H: 0.092 3.556 -4.128
H: -0.951 4.502 -3.017
H: -1.620 3.705 -4.404
H: -2.185 -0.596 -5.885
H: -1.712 -1.215 -4.421
C: -3.381 -3.604 1.858
C: -3.615 -2.443 2.811
C: -2.546 -2.268 3.999
O: -3.127 -2.143 5.301
C: -2.131 -1.996 6.289
N: -3.959 -1.222 2.178
H: -2.525 -3.391 1.217
H: -4.185 -3.709 1.129
H: -3.267 -4.470 2.510
H: -4.543 -2.638 3.349
H: -1.993 -1.376 3.706
H: -1.849 -3.101 3.902
H: -1.503 -1.130 6.083
H: -1.499 -2.885 6.279
H: -2.585 -1.964 7.280
H: -4.869 -1.490 1.831
H: -4.169 -0.476 2.826
O: 0.217 -3.199 -1.171
H: 0.016 -2.398 -0.688
H: -0.089 -3.026 -2.062
O: 0.962 4.603 -0.430
H: 1.616 4.626 -1.129
H: 0.708 3.682 -0.369
C: 1.773 1.478 4.548
C: 1.362 0.223 3.776
O: 1.945 -0.820 4.502
O: 1.044 2.574 4.132
H: 2.828 1.641 4.329
H: 1.631 1.526 5.628
H: 1.758 0.257 2.761
H: 0.282 0.094 3.704
H: 1.479 -1.612 4.226
H: 0.162 2.493 4.503
C: 1.103 -3.608 2.207
C: 0.301 -4.876 1.929
O: 0.356 -5.225 0.565
O: 0.752 -3.201 3.506
H: 1.029 -2.812 1.466
H: 2.164 -3.828 2.324
H: -0.721 -4.875 2.308
H: 0.611 -5.724 2.541
H: 0.215 -4.446 0.022
H: 1.103 -3.888 4.077
C: 0.275 0.427 0.014
C: -1.144 0.081 0.490
O: -1.337 -1.333 0.579
O: 0.469 1.795 -0.342
H: 0.502 -0.275 -0.789
H: 0.878 0.238 0.902
H: -1.910 0.539 -0.135
H: -1.333 0.420 1.509
H: -2.168 -1.519 1.023
H: -0.077 2.004 -1.104

## Properties
- charge = +1
- LUMO (spin up / spin down) (Eh) = -0.105 / -0.328
- multiplicity = 2

How is the electron density shared among the atoms? According to Löwdin, the charges in e are: atom 1 (C): 0.013, atom 2 (C): -0.300, atom 3 (C): -0.108, atom 4 (O): -0.095, atom 5 (C): -0.067, atom 6 (N): 0.216, atom 7 (H): 0.105, atom 8 (H): 0.096, atom 9 (H): 0.108, atom 10 (H): 0.124, atom 11 (H): 0.147, atom 12 (H): 0.151, atom 13 (H): 0.112, atom 14 (H): 0.083, atom 15 (H): 0.106, atom 16 (H): 0.142, atom 17 (H): 0.143, atom 18 (C): -0.065, atom 19 (C): -0.437, atom 20 (C): -0.142, atom 21 (O): -0.228, atom 22 (C): -0.067, atom 23 (N): 0.021, atom 24 (H): 0.089, atom 25 (H): 0.076, atom 26 (H): 0.081, atom 27 (H): 0.135, atom 28 (H): 0.102, atom 29 (H): 0.111, atom 30 (H): 0.067, atom 31 (H): 0.097, atom 32 (H): 0.093, atom 33 (H): 0.086, atom 34 (H): 0.070, atom 35 (C): -0.040, atom 36 (C): -0.439, atom 37 (C): -0.158, atom 38 (O): -0.175, atom 39 (C): -0.105, atom 40 (N): 0.031, atom 41 (H): 0.060, atom 42 (H): 0.085, atom 43 (H): 0.094, atom 44 (H): 0.129, atom 45 (H): 0.106, atom 46 (H): 0.099, atom 47 (H): 0.083, atom 48 (H): 0.084, atom 49 (H): 0.093, atom 50 (H): 0.089, atom 51 (H): 0.095, atom 52 (O): -0.026, atom 53 (H): 0.000, atom 54 (H): 0.058, atom 55 (O): -0.014, atom 56 (H): -0.030, atom 57 (H): -0.004, atom 58 (C): -0.261, atom 59 (C): -0.252, atom 60 (O): -0.062, atom 61 (O): -0.067, atom 62 (H): 0.125, atom 63 (H): 0.128, atom 64 (H): 0.101, atom 65 (H): 0.108, atom 66 (H): 0.032, atom 67 (H): 0.088, atom 68 (C): -0.205, atom 69 (C): -0.244, atom 70 (O): -0.058, atom 71 (O): -0.091, atom 72 (H): 0.111, atom 73 (H): 0.128, atom 74 (H): 0.095, atom 75 (H): 0.123, atom 76 (H): 0.009, atom 77 (H): 0.108, atom 78 (C): -0.207, atom 79 (C): -0.208, atom 80 (O): -0.095, atom 81 (O): -0.077, atom 82 (H): 0.097, atom 83 (H): 0.101, atom 84 (H): 0.119, atom 85 (H): 0.114, atom 86 (H): 0.024, atom 87 (H): 0.038

Least stable of them? i.

i | Formula: C5H14N2O2
Source: OMol25
Level of theory: ωB97M-V with the def2-TZVPD basis set

Atoms and positions in Å:
C: -1.983 -1.972 0.729
C: -0.651 -1.476 1.327
N: -0.357 -0.067 1.102
C: 0.567 0.324 0.087
C: 0.722 1.805 0.079
C: 1.888 -0.398 0.147
N: 2.671 -0.280 -0.979
O: 2.372 -0.887 1.157
H: -2.709 -1.191 0.518
H: -2.430 -2.704 1.410
H: -1.813 -2.591 -0.155
H: -0.586 -1.686 2.389
H: 0.093 -2.078 0.802
H: -0.246 0.419 1.971
H: 0.089 0.127 -0.902
H: 1.373 2.231 -0.686
H: 1.141 2.236 1.001
H: -0.208 2.358 -0.049
H: 3.598 -0.684 -0.934
H: 2.227 -0.134 -1.863
O: -1.546 2.154 -2.357
H: -1.957 2.950 -2.691
H: -2.253 1.544 -2.104

## Properties
- charge = 0
- structure (SMILES) = CCN[C@@H](C)C(N)=O.O
- LUMO (Eh) = 0.023
- multiplicity = 1

How is the electron density shared among the atoms? According to Löwdin, the charges in e are: atom 1 (C): -0.096, atom 2 (C): -0.256, atom 3 (N): -0.037, atom 4 (C): -0.376, atom 5 (C): -0.070, atom 6 (C): -0.501, atom 7 (N): 0.159, atom 8 (O): 0.054, atom 9 (H): 0.062, atom 10 (H): 0.061, atom 11 (H): 0.058, atom 12 (H): 0.112, atom 13 (H): 0.100, atom 14 (H): 0.111, atom 15 (H): 0.150, atom 16 (H): 0.083, atom 17 (H): 0.092, atom 18 (H): 0.070, atom 19 (H): 0.110, atom 20 (H): 0.093, atom 21 (O): -0.055, atom 22 (H): 0.033, atom 23 (H): 0.044

ii | Formula: C5H14N2O2
Source: OMol25
Level of theory: ωB97M-V with the def2-TZVPD basis set

Atoms and positions in Å:
C: -1.329 -1.150 2.469
C: -0.923 -0.341 1.228
C: 0.382 0.425 1.455
N: 1.576 -0.194 0.841
C: 1.878 0.012 -0.494
O: 2.863 -0.519 -0.971
C: 0.986 0.878 -1.374
N: 0.997 0.411 -2.761
H: -1.483 -0.449 3.297
H: -2.332 -1.552 2.318
H: -0.612 -1.912 2.765
H: -1.715 0.372 0.995
H: -0.828 -1.034 0.414
H: 0.397 1.438 1.058
H: 0.589 0.512 2.521
H: 1.770 -1.141 1.131
H: -0.071 0.887 -1.117
H: 1.342 1.903 -1.348
H: 1.947 0.396 -3.109
H: 0.662 -0.544 -2.798
O: -1.968 0.235 -1.920
H: -1.588 0.371 -2.808
H: -2.540 0.996 -1.790

## Properties
- charge = 0
- structure (SMILES) = CCCNC(=O)CN.O
- LUMO (Eh) = 0.025
- multiplicity = 1

How is the electron density shared among the atoms? According to Löwdin, the charges in e are: atom 1 (C): -0.112, atom 2 (C): -0.247, atom 3 (C): -0.196, atom 4 (N): 0.054, atom 5 (C): -0.470, atom 6 (O): 0.046, atom 7 (C): -0.202, atom 8 (N): 0.005, atom 9 (H): 0.071, atom 10 (H): 0.069, atom 11 (H): 0.072, atom 12 (H): 0.102, atom 13 (H): 0.096, atom 14 (H): 0.110, atom 15 (H): 0.112, atom 16 (H): 0.137, atom 17 (H): 0.070, atom 18 (H): 0.123, atom 19 (H): 0.068, atom 20 (H): 0.072, atom 21 (O): -0.070, atom 22 (H): 0.045, atom 23 (H): 0.046

iii | Formula: C5H14N2O2
Source: OMol25
Level of theory: ωB97M-V with the def2-TZVPD basis set

Atoms and positions in Å:
C: 0.763 -0.698 1.772
N: -0.436 0.030 1.400
C: -1.620 -0.238 2.072
C: -1.912 -1.324 2.796
O: -0.175 1.433 1.369
H: -0.078 1.633 0.411
H: -2.354 0.543 1.918
H: 0.593 -1.764 1.614
H: 1.040 -0.530 2.820
H: 1.567 -0.374 1.116
H: -1.199 -2.108 3.003
H: -2.908 -1.445 3.195
C: 1.767 0.311 -2.729
C: -0.330 -0.369 -1.820
N: 0.929 0.122 -1.577
O: 0.083 1.927 -1.374
H: 0.385 2.850 -1.420
H: 1.221 0.606 -3.632
H: 2.556 1.025 -2.502
H: -0.853 0.693 -1.643
H: -0.688 -1.023 -1.028
H: -0.589 -0.635 -2.850
H: 2.238 -0.665 -2.910

## Properties
- charge = 0
- LUMO (Eh) = -0.037
- multiplicity = 1

How is the electron density shared among the atoms? According to Löwdin, the charges in e are: atom 1 (C): -0.075, atom 2 (N): -0.250, atom 3 (C): -0.202, atom 4 (C): -0.007, atom 5 (O): -0.054, atom 6 (H): 0.038, atom 7 (H): 0.112, atom 8 (H): 0.081, atom 9 (H): 0.093, atom 10 (H): 0.073, atom 11 (H): 0.035, atom 12 (H): 0.038, atom 13 (C): -0.112, atom 14 (C): -0.148, atom 15 (N): -0.022, atom 16 (O): -0.238, atom 17 (H): 0.039, atom 18 (H): 0.091, atom 19 (H): 0.086, atom 20 (H): 0.134, atom 21 (H): 0.086, atom 22 (H): 0.096, atom 23 (H): 0.106

iv | Formula: C5H14N2O2
Source: OMol25
Level of theory: ωB97M-V with the def2-TZVPD basis set

Atoms and positions in Å:
C: -2.532 -0.555 -0.607
C: -1.032 -0.305 -0.709
N: -0.530 -0.419 -2.098
C: -0.620 1.077 -0.164
C: 0.484 1.003 0.893
C: 1.811 0.434 0.414
N: 2.119 0.600 -0.892
O: 2.672 0.149 1.238
H: -3.127 -0.079 -1.400
H: -2.756 -1.618 -0.634
H: -2.945 -0.077 0.283
H: -0.542 -1.123 -0.178
H: -0.281 -1.379 -2.321
H: -1.251 -0.175 -2.765
H: -1.494 1.575 0.246
H: -0.265 1.665 -1.015
H: 0.155 0.409 1.751
H: 0.706 1.982 1.305
H: 1.434 0.593 -1.631
H: 3.006 0.196 -1.144
O: 1.706 -1.616 3.335
H: 2.415 -1.173 2.854
H: 0.867 -1.167 3.239

## Properties
- charge = 0
- structure (SMILES) = C[C@@H](N)CCC(N)=O.O
- LUMO (Eh) = 0.028
- multiplicity = 1

How is the electron density shared among the atoms? According to Löwdin, the charges in e are: atom 1 (C): -0.070, atom 2 (C): -0.432, atom 3 (N): 0.015, atom 4 (C): -0.169, atom 5 (C): -0.103, atom 6 (C): -0.529, atom 7 (N): 0.181, atom 8 (O): 0.022, atom 9 (H): 0.080, atom 10 (H): 0.075, atom 11 (H): 0.073, atom 12 (H): 0.138, atom 13 (H): 0.079, atom 14 (H): 0.071, atom 15 (H): 0.104, atom 16 (H): 0.107, atom 17 (H): 0.109, atom 18 (H): 0.126, atom 19 (H): 0.066, atom 20 (H): 0.112, atom 21 (O): -0.068, atom 22 (H): 0.008, atom 23 (H): 0.006

Least stable of them? iii.